Molecular formula: C5H10N2
Method: DFT, ωB97M-V/def2-TZVPD

```
17
Properties=species:S:1:pos:R:3:nbo_charge:R:1
C -1.913 -0.094 -0.332 0.17
N -1.002 -0.972 -0.174 -0.21
C -1.195 -2.312 0.232 -0.46
C 0.407 -0.724 -0.400 -0.41
C 0.943 0.517 -0.280 0.57
N 1.408 1.465 0.194 -0.07
C 1.907 2.681 0.392 -0.52
H -1.506 0.831 -0.818 0.22
H -2.924 -0.177 -0.055 0.27
H -1.702 -2.912 -0.641 0.30
H -1.860 -2.308 1.131 0.28
H -0.203 -2.702 0.474 0.24
H 0.734 -1.104 -1.355 0.33
H 1.023 -1.489 0.183 0.35
H 2.410 3.149 -0.456 0.31
H 2.432 2.815 1.382 0.31
H 1.040 3.338 0.524 0.30
```

## Properties
orbital gap	11.7	eV
net charge	+2
LUMO level	-9.43	eV
structure (SMILES)	C=[N+](C)CC#[N+]C

=====

Molecular formula: C5H10N2O
Method: DFT, ωB97M-V/def2-TZVPD

```
18
Properties=species:S:1:pos:R:3:nbo_charge:R:1
C -1.758 -0.248 -2.660 -0.29
C -1.309 -0.574 -1.451 -0.34
C -1.474 -1.867 -0.907 0.26
N -1.587 -2.912 -0.440 -0.33
H -2.301 -0.948 -3.277 0.20
H -1.632 0.748 -3.050 0.21
H -0.757 0.111 -0.816 0.28
C 0.657 -0.629 1.651 -0.15
N 0.068 0.460 1.345 -0.36
C 0.532 1.696 1.895 -0.45
H 0.172 -1.558 1.379 0.20
H 1.370 -0.697 2.481 0.15
H 0.883 2.319 1.071 0.23
H 1.342 1.584 2.625 0.17
H -0.326 2.194 2.355 0.21
O 1.938 0.443 -0.647 -0.97
H 2.475 0.314 -1.432 0.48
H 1.707 -0.435 -0.122 0.49
```

## Properties
orbital gap	10.6	eV
LUMO level	0.57	eV
structure (SMILES)	C=CC#N.C=NC.O

=====

Molecular formula: C5H10N2O
Method: DFT, ωB97M-V/def2-TZVPD

```
18
Properties=species:S:1:pos:R:3:nbo_charge:R:1
C 2.508 -0.808 0.008 -0.45
N 1.239 -0.103 -0.416 -0.44
C 0.999 1.618 -0.053 -0.40
C 0.036 -0.755 0.009 0.77
O -0.089 -1.973 0.340 -0.63
N -1.097 0.107 -0.323 -0.55
C -2.374 -0.569 -0.732 -0.24
C -2.196 0.292 0.673 -0.28
H 3.041 -0.195 0.828 0.21
H 2.196 -1.927 -0.009 0.26
H 3.012 -0.777 -0.906 0.20
H 1.536 1.928 0.875 0.19
H -0.124 1.637 0.126 0.26
H 1.403 2.229 -0.898 0.21
H -2.362 -1.756 -0.708 0.25
H -3.099 -0.011 -1.570 0.23
H -2.740 1.216 1.126 0.22
H -1.891 -0.152 1.630 0.20
```

## Properties
orbital gap	9.8	eV
LUMO level	0.85	eV
structure (SMILES)	CN(C)C(=O)N1CC1

=====

Molecular formula: C5H10N2O
Method: DFT, ωB97M-V/def2-TZVPD

```
18
Properties=species:S:1:pos:R:3:nbo_charge:R:1
C 0.512 -1.180 -1.699 -0.70
C 1.296 -0.224 -0.837 0.41
N 1.288 -0.561 0.543 -0.26
N 1.738 0.919 -1.162 -0.67
O 1.783 0.333 1.379 -0.49
H 1.851 1.019 -2.168 0.34
H 0.995 -1.283 -2.671 0.23
H -0.503 -0.809 -1.851 0.24
H 0.447 -2.164 -1.234 0.22
C -0.605 1.479 1.402 -0.67
C -1.207 0.305 0.997 0.12
C -2.168 -0.517 0.684 -0.50
H 0.325 -0.856 0.872 0.35
H -0.651 1.653 2.473 0.26
H 0.941 1.354 1.173 0.39
H -0.874 2.372 0.853 0.26
H -3.195 -0.348 0.993 0.24
H -1.972 -1.491 0.253 0.22
```

## Properties
orbital gap (spin up / spin down)	8.6 / 8.6	eV
LUMO level (spin up / spin down)	-0.19 / -0.19	eV

=====

Molecular formula: C5H10N2O
Method: DFT, ωB97M-V/def2-TZVPD

```
18
Properties=species:S:1:pos:R:3:nbo_charge:R:1
N -1.533 1.707 -0.049 -0.75
C -1.398 0.390 -0.618 -0.23
C -0.985 -0.775 0.293 -0.45
C 0.432 -0.997 0.362 -0.04
C 1.301 -0.698 -0.934 -0.50
C 1.930 0.435 -0.070 0.66
O 2.792 1.333 -0.154 -0.62
N 1.283 0.082 0.977 -0.60
H -2.221 1.537 0.750 0.33
H -0.602 1.554 0.685 0.31
H -0.552 0.317 -1.407 0.18
H -2.349 0.110 -0.898 0.19
H -1.370 -1.732 -0.166 0.23
H -1.450 -0.485 1.284 0.21
H 0.833 -1.877 1.028 0.22
H 2.124 -1.468 -1.267 0.25
H 0.821 -0.155 -1.646 0.22
H 0.945 0.723 1.830 0.39
```

## Properties
orbital gap	10.3	eV
LUMO level	0.65	eV
structure (SMILES)	NCC[C@H]1CC(=O)N1

=====

Molecular formula: C5H10N2O
Method: DFT, ωB97M-V/def2-TZVPD

```
18
Properties=species:S:1:pos:R:3:nbo_charge:R:1
C 1.910 0.098 -0.302 -0.64
C 0.546 -0.425 -0.061 -0.18
C 0.001 -1.453 0.480 0.41
N 0.219 -2.726 0.922 -0.84
O -1.705 -1.191 0.553 -0.43
N -1.861 0.133 0.298 -0.30
C -0.866 0.661 -0.523 0.00
C -0.613 2.140 -0.368 -0.64
H 2.063 1.059 0.193 0.22
H 2.097 0.251 -1.369 0.21
H 2.656 -0.600 0.078 0.22
H 0.817 -3.287 0.333 0.38
H -0.637 -3.207 1.161 0.40
H -1.982 0.655 1.168 0.33
H -1.010 0.346 -1.557 0.18
H 0.297 2.424 -0.896 0.22
H -0.494 2.407 0.683 0.21
H -1.436 2.716 -0.791 0.22
```

## Properties
orbital gap	8.9	eV
LUMO level	0.95	eV
structure (SMILES)	CC1=C(N)ON[C@H]1C

=====

Molecular formula: C5H10N2O
Method: DFT, ωB97M-V/def2-TZVPD

```
18
Properties=species:S:1:pos:R:3:nbo_charge:R:1
C -2.281 0.802 -0.333 -0.68
C -1.581 -0.012 0.699 -0.18
C -0.423 -0.697 0.467 -0.23
C 0.476 -0.567 -0.695 -0.15
N 1.489 -1.570 -0.751 -0.85
C 0.951 0.852 0.182 0.71
N 1.970 0.666 1.060 -0.85
O 0.709 1.922 -0.337 -0.63
H -1.631 1.600 -0.699 0.25
H -3.188 1.245 0.073 0.22
H -2.549 0.187 -1.198 0.21
H -2.048 -0.125 1.667 0.20
H -0.051 -1.372 1.231 0.22
H 0.023 -0.192 -1.615 0.21
H 2.156 -1.414 -1.495 0.38
H 1.114 -2.511 -0.750 0.37
H 2.552 1.456 1.289 0.41
H 2.311 -0.270 1.206 0.41
```

## Properties
orbital gap	8.8	eV
LUMO level	0.92	eV
structure (SMILES)	C/C=C\[C@H](N)C(N)=O

=====

Molecular formula: C5H10N2O
Method: DFT, ωB97M-V/def2-TZVPD

```
18
Properties=species:S:1:pos:R:3:nbo_charge:R:1
C -1.575 -0.957 -0.430 0.02
C 1.588 -1.007 -1.136 -0.67
C 0.345 0.726 0.173 0.21
C 0.365 -0.452 -0.479 -0.08
N 1.446 1.514 0.546 -0.83
C -1.169 1.564 1.733 -0.05
O -1.481 -2.201 0.122 -0.71
N -0.923 1.132 0.553 -0.42
H -1.216 -2.788 -0.608 0.47
H 2.266 1.306 -0.009 0.37
H 1.233 2.506 0.487 0.37
H -2.454 -0.472 -0.019 0.20
H -1.629 -0.877 -1.509 0.16
H 2.235 -0.243 -1.594 0.21
H 2.215 -1.528 -0.402 0.22
H 1.335 -1.731 -1.917 0.22
H -2.206 1.694 2.044 0.17
H -0.375 1.816 2.446 0.16
```

## Properties
orbital gap	8.3	eV
LUMO level	0.72	eV